# 1
{
  "formula": "C4H8O2",
  "method": "the ωB97M-V functional and the def2-TZVPD basis",
  "species": ["C", "C", "C", "O", "C", "O", "H", "H", "H", "H", "H", "H", "H", "H"],
  "xyz": [[-0.37733, 1.34975, -0.39449], [0.57100, 0.75579, 0.57873], [0.30120, -0.69346, 0.95400], [-0.92412, -1.36280, 0.83725], [1.06253, -0.34208, -0.24144], [-0.35103, -0.88243, -1.76540], [0.07001, 2.19208, -0.92469], [-0.72414, 0.04040, -1.49484], [-1.37835, 1.55053, 0.00095], [1.21253, 1.34909, 1.22381], [0.90364, -1.06951, 1.78524], [-1.61840, -0.79275, 1.18680], [2.06755, -0.59690, -0.58287], [-0.81509, -1.49772, -1.16303]],
  "atomic_forces_ev_per_a": [[0.2, 1.0, 1.1], [-0.2, 0.2, 0.3], [0.5, 0.1, 0.0], [-0.3, 0.3, 0.2], [0.8, 0.0, 0.4], [-0.8, 0.1, -0.5], [-0.2, -0.3, -0.2], [0.6, -1.2, -0.4], [0.0, -0.3, -0.4], [0.0, 0.0, 0.2], [-0.1, 0.1, -0.2], [0.0, -0.1, 0.0], [-0.7, 0.0, -0.3], [0.1, 0.3, -0.3]],
  "nbo_charge": [-0.56, -0.35, 0.01, -0.72, 0.03, -0.89, 0.21, 0.48, 0.19, 0.20, 0.19, 0.48, 0.22, 0.49],
  "max_force_ev_per_a": 1.5,
  "homo_lumo_gap_ha": [0.253, 0.305],
  "de_lowest_kj_mol": 657.8,
  "lumo_ha": [-0.0169, 0.0041],
  "spin_multiplicity": 1,
  "mol_weight_g_mol": 88.11,
  "e_homo_ev": [-7.4, -8.2],
  "total_charge": 0
}

=====

# 2
{
  "formula": "C2H3N3O2",
  "method": "the ωB97M-V functional and the def2-TZVPD basis",
  "species": ["C", "C", "H", "H", "H", "N", "N", "N", "O", "O"],
  "xyz": [[0.90676, -0.32083, 0.15333], [-1.72534, -0.26456, -0.14684], [2.77703, 0.59702, -0.14750], [0.71201, 1.47265, 0.22422], [-2.81366, -0.10637, -0.52155], [2.10390, -0.28821, -0.27244], [0.05310, 0.82205, 0.62168], [-1.14134, -1.36223, 0.28144], [-1.10435, 0.84158, -0.24506], [0.23190, -1.39109, 0.05273]],
  "atomic_forces_ev_per_a": [[1.5, 3.2, -0.4], [-1.5, -3.1, 0.4], [-2.7, -2.4, -0.2], [-0.7, 1.6, -0.1], [1.8, -1.1, 1.2], [1.6, 2.0, 1.0], [1.9, -1.4, -0.4], [-3.1, 0.7, -1.3], [2.1, 3.0, -0.5], [-0.8, -2.5, 0.2]],
  "nbo_charge": [0.63, 0.35, 0.37, 0.37, 0.21, -0.72, -0.34, -0.22, -0.33, -0.32],
  "max_force_ev_per_a": 3.7,
  "homo_lumo_gap_ha": 0.385,
  "de_lowest_kj_mol": 572.3,
  "lumo_ha": 0.0235,
  "smiles": "[H]/N=C1\\NOC=NO1",
  "spin_multiplicity": 1,
  "mol_weight_g_mol": 101.06,
  "e_homo_ev": -9.8,
  "total_charge": 0
}

=====

# 3
{
  "formula": "C39H30BrCl6N6O5S2Y",
  "method": "the ωB97M-V functional and the def2-TZVPD basis",
  "species": ["Y", "S", "C", "S", "C", "C", "N", "C", "N", "O", "C", "C", "C", "C", "C", "C", "N", "H", "H", "H", "H", "H", "H", "H", "H", "H", "H", "H", "Cl", "C", "C", "C", "C", "C", "C", "C", "H", "H", "H", "H", "H", "H", "Cl", "C", "Cl", "Cl", "C", "N", "Br", "C", "C", "N", "C", "C", "C", "C", "O", "O", "H", "H", "H", "Cl", "C", "C", "C", "C", "C", "Cl", "C", "N", "C", "C", "C", "C", "C", "C", "C", "C", "O", "O", "H", "H", "H", "H", "H", "H", "H", "H", "H", "H"],
  "xyz": [[0.65758, 0.34617, 0.33299], [0.35631, -0.89104, 2.79449], [1.78928, -0.12001, 3.42099], [2.82512, 0.70102, 2.32646], [2.12791, -0.26151, 4.76536], [1.36266, -1.06294, 5.67107], [0.78487, -1.70556, 6.43652], [3.32240, 0.31700, 5.29700], [4.27937, 0.76888, 5.75968], [2.69302, -1.18519, -0.16697], [3.29741, -2.01984, 0.51420], [4.76596, -2.27432, 0.28363], [5.63488, -1.70264, 1.41576], [5.69045, -2.59052, 2.65773], [4.34152, -2.77343, 3.35039], [3.31940, -3.51797, 2.49504], [2.67103, -2.70008, 1.47966], [5.00259, -1.79757, -0.66570], [4.94486, -3.35081, 0.18262], [5.24706, -0.71820, 1.69353], [6.64742, -1.55706, 1.03243], [6.40364, -2.16658, 3.36879], [6.08058, -3.57628, 2.36870], [3.92349, -1.79720, 3.61640], [4.48253, -3.32840, 4.28094], [2.51295, -3.88828, 3.12761], [3.78514, -4.39048, 2.02230], [1.75486, -2.30994, 1.73598], [-1.70167, 3.05162, 6.46813], [-1.05811, 2.96745, 4.83149], [-1.90345, 2.69090, 3.77216], [-1.39511, 2.63307, 2.48384], [-0.03268, 2.84253, 2.20765], [0.49981, 2.73821, 0.82770], [0.78162, 3.14071, 3.31233], [0.28786, 3.19316, 4.60756], [-2.95634, 2.51163, 3.95126], [-2.07630, 2.40249, 1.67361], [1.45489, 3.25981, 0.72320], [-0.21793, 3.14911, 0.10487], [1.83753, 3.31926, 3.15236], [0.95067, 3.40430, 5.43780], [1.68832, 0.43185, -4.74563], [1.43174, -1.14652, -4.01845], [2.93972, -2.10381, -4.15521], [0.13450, -1.99338, -4.91861], [1.03144, -0.99273, -2.53300], [0.90589, 0.03214, -1.90525], [-0.20752, -6.73349, 2.49950], [0.15165, -6.00977, 0.79031], [0.47388, -6.86019, -0.25617], [0.75417, -6.42496, -1.48053], [0.72221, -5.10711, -1.68969], [0.39932, -4.19488, -0.69626], [0.10438, -4.64791, 0.57853], [0.38905, -2.71572, -0.92354], [0.87319, -2.38997, -2.10905], [-0.03254, -1.96551, -0.07781], [0.50917, -7.93174, -0.09491], [0.96495, -4.75835, -2.68568], [-0.13323, -3.93867, 1.36404], [-3.74430, 3.29880, -5.46414], [-5.17510, 2.74248, -4.63021], [-6.21170, 2.30874, -5.44538], [-7.39443, 1.83600, -4.91076], [-7.52752, 1.80786, -3.52988], [-6.49884, 2.24766, -2.72585], [-6.75196, 2.21708, -1.00724], [-5.26392, 2.72775, -3.22831], [-4.31692, 3.15416, -2.33552], [-2.96813, 3.51326, -2.65529], [-2.66704, 4.83358, -2.94843], [-1.36214, 5.20529, -3.23368], [-0.35608, 4.24815, -3.19845], [-0.65764, 2.93346, -2.87119], [-1.96559, 2.54979, -2.59292], [-2.28809, 1.14266, -2.17403], [-2.49205, 1.07597, -0.65447], [-3.47194, 1.66587, -0.18811], [-1.60770, 0.44552, 0.00801], [-6.06240, 2.34369, -6.51618], [-8.19336, 1.49013, -5.55261], [-8.43399, 1.44953, -3.06107], [-4.34948, 2.66221, -1.43898], [-3.47127, 5.55934, -2.95893], [-1.13018, 6.23845, -3.46172], [0.67071, 4.52829, -3.39961], [0.12822, 2.18809, -2.81180], [-1.48908, 0.46593, -2.47049], [-3.22343, 0.81953, -2.63693]],
  "atomic_forces_ev_per_a": [[0.0, 0.1, 1.2], [-0.1, 0.0, 0.3], [0.2, -0.2, -0.1], [-0.2, 0.0, 0.0], [0.0, -0.1, 0.2], [0.1, 0.3, -0.1], [0.0, -0.1, 0.0], [-0.3, 0.0, 0.0], [0.0, -0.1, 0.0], [-0.1, 0.2, -0.2], [0.0, 0.0, 0.2], [0.0, -0.1, 0.0], [-0.1, 0.0, 0.0], [-0.1, 0.0, 0.0], [0.0, 0.1, -0.1], [0.0, 0.0, 0.0], [0.1, -0.1, 0.0], [0.0, 0.0, 0.0], [0.0, 0.0, 0.0], [0.0, 0.0, 0.0], [0.0, 0.0, 0.0], [0.0, 0.0, 0.0], [0.0, 0.0, 0.0], [0.1, -0.1, 0.0], [0.0, 0.0, 0.0], [0.0, 0.0, 0.0], [0.0, 0.0, 0.0], [0.1, 0.0, 0.1], [0.0, 0.0, -0.1], [0.0, 0.0, 0.0], [0.0, 0.0, 0.0], [-0.1, 0.0, 0.0], [0.0, 0.2, -0.2], [-0.2, 0.2, 0.0], [0.0, 0.0, 0.0], [0.0, 0.0, 0.0], [0.0, 0.0, 0.0], [0.0, 0.0, 0.0], [0.0, 0.0, 0.0], [0.0, 0.0, 0.0], [0.0, 0.0, 0.0], [0.0, 0.0, 0.0], [0.0, 0.0, 0.0], [0.0, -0.1, 0.0], [-0.1, 0.0, 0.0], [0.1, 0.0, 0.0], [0.0, 0.3, -0.3], [0.1, -0.3, -0.7], [0.0, 0.0, 0.0], [0.0, 0.0, 0.1], [0.0, 0.0, -0.1], [0.0, 0.1, 0.0], [0.0, -0.1, 0.0], [0.0, 0.2, -0.1], [0.0, -0.1, 0.2], [0.0, -0.2, -0.3], [0.0, -0.1, 0.1], [-0.2, -0.1, 0.0], [0.0, 0.0, 0.0], [0.0, 0.0, 0.0], [0.0, 0.0, 0.0], [-0.1, -0.1, -0.2], [0.0, 0.0, -0.2], [0.0, 0.0, 0.0], [0.0, 0.0, 0.0], [0.0, 0.0, 0.0], [-0.1, 0.0, 0.0], [0.1, 0.0, 0.0], [0.0, 0.1, 0.1], [0.0, 0.0, -0.2], [-0.2, 0.1, 0.1], [0.1, 0.1, 0.0], [0.0, -0.1, 0.0], [-0.1, 0.0, 0.0], [0.1, 0.0, 0.0], [0.1, 0.0, 0.1], [0.0, -0.2, -0.2], [0.3, 0.1, 0.1], [-0.1, -0.1, 0.2], [0.2, 0.1, -0.1], [0.0, 0.0, 0.0], [0.0, 0.0, 0.0], [0.0, 0.0, 0.0], [0.1, -0.1, 0.3], [0.0, 0.0, 0.0], [0.0, 0.0, 0.0], [0.0, 0.0, 0.0], [0.0, 0.0, 0.0], [0.0, 0.0, 0.0], [0.0, 0.0, -0.1]],
  "lowdin_charge": [1.25, 0.57, -1.12, 0.59, -0.42, -0.28, 0.11, -0.30, 0.11, -0.09, -0.50, -0.09, -0.19, -0.21, -0.17, -0.16, 0.08, 0.12, 0.12, 0.08, 0.10, 0.11, 0.10, 0.08, 0.11, 0.12, 0.12, 0.01, 0.57, -0.68, -0.12, -0.06, -0.36, -0.26, -0.10, -0.13, 0.10, 0.09, 0.02, 0.03, 0.08, 0.10, 0.60, -1.50, 0.57, 0.57, -0.61, 0.04, 0.74, -0.66, -0.20, 0.07, -0.06, -0.08, -0.04, -0.43, -0.03, -0.01, 0.10, 0.12, 0.12, 0.73, -0.55, -0.15, -0.12, -0.14, -0.58, 0.72, -0.28, 0.08, -0.27, -0.07, -0.10, -0.08, -0.04, -0.16, -0.03, -0.61, 0.00, -0.14, 0.09, 0.09, 0.09, 0.06, 0.11, 0.09, 0.10, 0.07, 0.09, 0.12],
  "max_force_ev_per_a": 1.2,
  "homo_lumo_gap_ha": 0.200,
  "de_lowest_kj_mol": 6.7,
  "lumo_ha": 0.1249,
  "spin_multiplicity": 1,
  "mol_weight_g_mol": 1108.37,
  "e_homo_ev": -2.0,
  "total_charge": -2
}